11
Properties=species:S:1:pos:R:3 method="wB97M-V/def2-TZVPD" lumo_energy_ev=-0.4 multiplicity=1 de_lowest_kcal_mol=11.6 molar_mass_g_mol=209.0 gap_ha=0.2839 homo_ha=-0.298
H -0.59 2.25 -0.29
H 1.92 1.67 0.27
N -0.87 0.20 -0.29
C 0.08 -0.97 0.04
C -0.14 1.32 -0.02
C 1.11 1.05 0.20
C 1.28 -0.36 0.18
H 2.17 -0.90 0.13
H -1.55 -2.11 0.04
I -2.86 0.03 -0.30
O -0.55 -2.18 0.05


18
Properties=species:S:1:pos:R:3 method="wB97M-V/def2-TZVPD" lumo_energy_ev=0.7 multiplicity=1 de_lowest_kcal_mol=63.0 molar_mass_g_mol=92.1 gap_ha=0.3243 homo_ha=-0.300
O -4.90 0.90 -0.35
H -1.56 -1.35 -0.18
H -1.00 0.00 -2.50
C -0.01 0.28 -0.58
O 3.92 -1.39 1.91
C -0.71 -0.79 0.31
H 1.71 1.60 -0.71
H -4.10 0.40 -0.54
H -4.66 1.31 0.52
H -0.08 -1.62 0.76
C 1.50 0.66 -0.15
H -0.74 1.69 -1.90
H 1.38 0.89 0.91
H -1.16 -0.33 1.20
H 2.26 -0.12 -0.18
H 4.70 -0.83 2.01
H 4.07 -1.92 1.17
C -0.60 0.64 -1.71


11
Properties=species:S:1:pos:R:3 method="wB97M-V/def2-TZVPD" lumo_energy_ev=1.1 multiplicity=1 de_lowest_kcal_mol=41.0 molar_mass_g_mol=44.1 gap_ha=0.4176 homo_ha=-0.378
H -2.37 -0.14 1.12
H -3.57 -1.50 0.79
H 2.62 1.45 0.08
C 1.62 -0.10 -0.75
C -3.34 -0.51 1.21
H -4.04 0.27 0.76
H 1.62 -0.94 -1.58
C 2.60 0.74 -0.75
H 0.71 0.15 -0.10
H 3.25 0.58 -1.59
H -3.56 -0.63 2.29


87
Properties=species:S:1:pos:R:3 method="wB97M-V/def2-TZVPD" lumo_energy_ev=-3.5 multiplicity=1 de_lowest_kcal_mol=0.7 molar_mass_g_mol=818.7 total_charge=+1 gap_ha=0.1844 homo_ha=-0.312
N 3.42 -1.06 2.19
H 4.40 -1.38 4.00
C 4.53 -3.19 2.80
C -1.95 -0.66 -2.98
H 1.07 -1.36 8.35
H 0.95 -3.41 7.37
H 0.73 5.86 -6.39
C -1.51 -0.20 -6.74
H -0.86 -0.71 -3.11
H -2.38 -0.84 -3.97
H -3.07 1.26 -6.50
C 2.79 0.00 0.11
N 0.10 -3.15 7.87
H -3.47 4.27 -1.37
C -1.42 1.67 -2.07
N -2.31 -1.78 -2.12
C -0.52 -0.95 3.51
H 0.34 3.47 -6.14
H -4.31 -1.34 -1.46
H -1.31 -0.79 6.56
C -3.73 -2.07 -2.05
N 0.12 -2.07 5.62
C 0.47 0.17 -5.43
C 2.11 -1.04 2.65
C 0.08 -1.65 8.00
H 2.49 -2.04 4.54
H 3.59 -3.65 3.14
H 5.34 -3.61 3.39
C 3.69 -0.56 0.98
C -3.69 1.11 -2.55
H 1.47 -0.11 -5.12
C -0.24 -0.59 -6.35
C -3.17 3.28 -1.68
H 1.46 7.24 -4.46
C -2.34 0.73 -2.51
H 0.34 -0.16 6.46
C 1.76 -1.58 3.90
C -2.08 0.95 -6.20
C -0.09 1.32 -4.88
C -0.21 -0.44 2.28
H -5.15 2.63 -2.19
C 4.50 -1.68 2.96
H -4.42 0.41 -2.95
C -4.10 2.36 -2.14
N 0.66 2.03 -3.91
H -0.64 -1.57 -0.89
H -1.93 -2.61 -0.25
H -1.12 -4.72 7.13
F -1.78 -0.86 3.97
C 1.28 6.18 -4.34
C 1.12 -0.49 1.83
C -1.73 -1.69 -0.80
H -3.87 -3.05 -1.58
H -0.47 -3.96 4.99
H 1.46 3.75 -2.00
C 0.87 5.40 -5.42
Au 0.56 1.28 -2.07
H -2.11 -0.83 -0.21
H -1.96 -3.21 7.52
C 1.48 5.56 -3.12
C -0.86 -3.16 5.61
C 0.81 3.42 -4.03
H -1.09 3.67 -1.35
H -0.66 -1.40 8.75
C 1.25 4.20 -2.97
O 0.46 0.52 -0.14
O 4.62 0.38 -1.30
H 0.12 -3.60 8.79
C -1.07 -3.63 7.06
C 0.64 4.05 -5.28
H -1.82 2.59 -4.83
H -0.97 0.01 1.65
C 3.41 0.49 -1.21
C -1.82 2.93 -1.66
H 4.73 -0.58 0.65
C -1.38 1.70 -5.27
H 0.21 -1.48 -6.77
H -2.06 -0.79 -7.46
C -0.25 -1.07 6.62
O 2.63 0.93 -2.12
H 1.82 6.14 -2.27
H 5.43 -1.24 2.60
H -1.83 -2.86 5.21
C 0.45 -1.54 4.33
H -4.15 -2.12 -3.05
C 1.44 0.06 0.51
H 4.68 -3.46 1.76


38
Properties=species:S:1:pos:R:3 method="wB97M-V/def2-TZVPD" lumo_energy_ev=0.9 multiplicity=1 de_lowest_kcal_mol=32.4 molar_mass_g_mol=235.3 gap_ha=0.3552 homo_ha=-0.322
H 0.52 1.88 0.43
H -1.98 -2.67 0.97
C 4.34 0.34 0.09
C -3.08 1.22 0.92
H 0.13 -1.17 1.36
C 0.01 -1.93 0.58
H 0.80 1.93 -1.31
H 3.03 -2.75 -0.24
C 4.30 -1.04 0.03
C 3.19 1.11 -0.06
C -1.46 -2.08 0.20
N -2.08 -0.79 -0.02
H 2.63 2.98 0.81
H 2.91 3.04 -0.93
H 5.20 -1.61 0.15
H 0.39 -2.89 0.98
O 0.73 -1.57 -0.58
H 4.28 2.93 0.18
C -2.57 -0.19 1.21
H -4.01 -1.44 -0.64
H -1.49 -2.64 -0.74
C -3.16 -0.82 -0.99
H -1.75 -0.13 1.94
H -2.83 1.20 -1.66
H -4.50 0.61 -1.92
H -3.39 -0.78 1.65
H -0.14 0.60 -0.61
O -4.10 1.21 -0.04
H -2.24 1.84 0.56
H -2.78 -1.24 -1.92
H 5.29 0.84 0.26
C -3.65 0.61 -1.23
C 0.71 1.26 -0.45
C 3.09 -1.67 -0.18
C 3.26 2.60 0.01
C 1.97 0.47 -0.27
H -3.50 1.68 1.81
C 1.93 -0.92 -0.33


49
Properties=species:S:1:pos:R:3 method="wB97M-V/def2-TZVPD" lumo_energy_ev="0.1 / 0.1" multiplicity=2 molar_mass_g_mol=534.4 gap_ha="0.1455 / 0.2808" homo_ha="-0.141 / -0.278"
P -0.12 0.66 0.21
H 1.30 4.86 2.31
C -1.27 0.88 -4.26
C 0.96 1.39 -3.85
H 1.85 1.88 -3.52
C -2.59 -0.66 0.07
H 0.99 -4.25 -2.40
H -2.35 0.94 -4.32
H -2.18 3.01 4.11
C 0.93 0.13 -4.51
H -0.19 -3.91 -0.60
H 4.93 -1.56 1.74
H -1.72 -3.43 2.63
C -0.33 1.98 1.42
C -3.54 -1.61 0.41
Yb -0.18 -0.81 -2.05
H -0.83 -1.03 -5.40
H -1.18 -4.22 -2.51
H 3.36 -0.71 3.48
P -0.11 -3.45 -1.96
C -0.44 4.04 3.32
H 4.32 -1.43 -0.66
C 3.63 -1.05 0.10
H 2.21 -0.36 -1.38
C -1.97 -2.66 1.92
H -2.85 0.13 -0.65
C -3.24 -2.61 1.35
C 1.87 -0.12 2.04
H -0.01 -1.77 2.01
C -0.38 1.83 -3.67
H -0.69 2.71 -3.13
H -4.53 -1.58 -0.03
C 3.98 -1.13 1.45
H -3.99 -3.35 1.63
C 3.09 -0.66 2.43
C 0.60 3.04 1.38
C 1.51 -0.04 0.69
H -0.47 4.83 4.07
H 1.78 -0.45 -4.89
C -1.35 2.00 2.38
C -0.48 -0.19 -4.78
C -1.32 -0.67 0.69
C 0.56 4.05 2.33
C -1.40 3.01 3.34
H -2.11 1.22 2.39
C -1.01 -1.70 1.58
H 1.19 0.26 2.81
H 1.37 3.06 0.60
C 2.42 -0.49 -0.29